w.
Formula: C29H34Cl5CsN2O4SeSi2Te
Source: the OMol25 dataset
Level of theory: ωB97M-V/def2-TZVPD

```
79
Properties=species:S:1:pos:R:3:mulliken_charge:R:1
Cs -1.281 -1.204 2.270 1.3225
Cl 0.527 0.332 8.679 -0.2671
C 0.543 0.357 6.936 0.2105
C 1.734 0.469 6.259 0.0362
Cl 3.244 0.575 7.119 -0.2763
C 1.711 0.499 4.856 0.5003
Cl 3.221 0.558 3.974 -0.2231
C 0.538 0.443 4.099 -1.2133
O 0.555 0.455 2.806 -0.2792
C -0.743 0.301 4.816 0.5983
O -1.835 0.187 4.171 -1.0867
C -0.658 0.260 6.221 0.2114
Cl -2.166 0.093 7.081 -0.2657
C -3.507 2.739 -1.480 -1.2234
Si -1.787 3.109 -2.148 0.7191
C -1.236 4.780 -1.495 -1.1227
C -1.911 3.247 -4.025 -1.2397
C -0.569 1.788 -1.681 0.0755
Te -0.316 1.517 0.461 -0.4203
C 1.789 1.272 0.260 -0.1672
Si 2.733 2.874 0.207 0.2532
C 2.297 3.990 1.638 -0.9017
C 4.573 2.473 0.255 -1.0934
C 2.389 3.802 -1.397 -0.4717
H -4.062 3.675 -1.368 0.4005
H -3.502 2.249 -0.505 0.3240
H -4.101 2.111 -2.150 0.3836
H -2.056 5.499 -1.568 0.3841
H -0.389 5.176 -2.064 0.3028
H -0.934 4.705 -0.449 0.2353
H -2.622 4.023 -4.322 0.3452
H -2.244 2.306 -4.468 0.3245
H -0.941 3.495 -4.461 0.3084
H 0.406 2.083 -2.090 0.3757
H -0.796 0.800 -2.085 -0.6490
H 1.972 0.626 -0.602 0.7039
H 2.046 0.741 1.176 -0.4300
H 2.331 3.443 2.576 0.2665
H 1.286 4.388 1.524 0.2390
H 2.999 4.827 1.692 0.3488
H 4.828 1.953 1.180 0.2784
H 5.174 3.385 0.204 0.3018
H 4.860 1.830 -0.581 0.3107
H 1.321 4.034 -1.494 -0.3713
H 2.696 3.228 -2.274 0.2805
H 2.938 4.747 -1.403 0.3779
C -4.159 -4.001 -0.546 -0.9369
N -3.602 -2.931 -1.343 0.2860
C -3.912 -1.621 -1.231 -0.0996
Se -5.196 -0.827 -0.175 -0.3367
N -3.085 -0.953 -2.076 0.3645
C -2.207 -1.825 -2.691 0.2446
C -1.166 -1.633 -3.580 -0.8994
C -0.455 -2.760 -3.965 -0.6047
C -0.783 -4.028 -3.484 -0.7094
C -1.839 -4.218 -2.604 -0.2946
C -2.543 -3.093 -2.220 0.3214
H -4.921 -3.567 0.097 0.2815
H -3.354 -4.426 0.057 0.3099
H -4.612 -4.749 -1.200 0.2929
H -3.008 0.047 -2.032 0.0164
H -0.892 -0.645 -3.924 0.4020
H 0.388 -2.646 -4.635 0.3854
H -0.186 -4.878 -3.788 0.3695
H -2.070 -5.191 -2.194 0.4046
Cl 5.361 -4.546 0.651 -0.2854
C 3.674 -4.081 0.507 0.4305
C 2.763 -5.008 0.030 -0.8486
C 1.430 -4.639 -0.068 -0.2669
C 1.021 -3.352 0.257 0.7006
C 1.958 -2.439 0.727 0.6846
C 3.289 -2.806 0.876 -0.9746
C -0.444 -2.950 0.183 -0.2333
O -1.255 -3.731 0.735 -0.7408
O -0.684 -1.842 -0.335 -0.8082
H 3.096 -6.001 -0.242 0.3943
H 0.688 -5.356 -0.398 0.4609
H 1.638 -1.440 0.992 0.4660
H 4.015 -2.107 1.270 0.5064
```

Net charge = -2
Gap between HOMO and LUMO = 4.81 eV
E_HOMO = -1.149 eV


x.
Formula: C29H34Cl5CsN2O4SeSi2Te
Source: the OMol25 dataset
Level of theory: ωB97M-V/def2-TZVPD

```
79
Properties=species:S:1:pos:R:3:mulliken_charge:R:1
Cs -1.683 1.366 -0.603 1.2505
Cl -3.135 -0.879 6.001 -0.2761
C -2.891 -1.008 4.279 0.1706
C -3.793 -1.675 3.493 0.2895
Cl -5.205 -2.411 4.195 -0.2702
C -3.565 -1.759 2.103 0.1958
Cl -4.697 -2.625 1.092 -0.2661
C -2.459 -1.190 1.460 -0.0579
O -2.242 -1.266 0.206 -1.1293
C -1.476 -0.472 2.313 -1.0420
O -0.436 0.055 1.769 -0.2323
C -1.755 -0.417 3.678 0.7311
Cl -0.577 0.379 4.692 -0.2849
C 3.152 0.637 -3.734 -0.7768
Si 4.000 -0.738 -2.785 0.0249
C 5.066 -0.020 -1.418 -0.6939
C 5.135 -1.663 -3.977 -1.0602
C 2.738 -1.915 -2.082 -0.7676
Te 1.492 -1.054 -0.537 0.0440
C 0.368 -2.861 -0.259 -0.1073
Si 0.950 -3.887 1.185 0.2279
C 0.829 -2.935 2.786 -0.5072
C -0.120 -5.429 1.309 -1.0830
C 2.742 -4.426 0.922 -1.0580
H 3.889 1.348 -4.118 0.2720
H 2.459 1.184 -3.092 0.1449
H 2.589 0.245 -4.584 0.3033
H 5.892 0.557 -1.841 0.2947
H 5.483 -0.814 -0.793 0.2821
H 4.485 0.644 -0.775 0.1114
H 5.875 -0.990 -4.417 0.2734
H 4.561 -2.110 -4.793 0.2939
H 5.668 -2.463 -3.458 0.2835
H 3.221 -2.792 -1.647 0.2832
H 2.061 -2.254 -2.870 0.4387
H 0.428 -3.359 -1.228 0.6192
H -0.660 -2.529 -0.079 -0.3146
H -0.215 -2.743 3.048 0.0699
H 1.317 -1.961 2.718 0.0450
H 1.284 -3.501 3.604 0.4677
H -1.164 -5.127 1.427 0.3096
H 0.155 -6.049 2.167 0.3021
H -0.042 -6.042 0.408 0.2898
H 3.384 -3.544 0.855 0.2359
H 2.847 -5.005 0.000 0.2905
H 3.100 -5.043 1.751 0.3270
C 2.094 1.689 2.284 -0.6774
N 1.590 3.015 1.944 0.4625
C 1.616 3.587 0.723 -0.3972
Se 2.383 2.980 -0.820 -0.2918
N 0.978 4.787 0.830 0.0657
C 0.547 4.992 2.128 0.3323
C -0.128 6.034 2.739 -0.9531
C -0.394 5.903 4.095 -0.4071
C -0.002 4.767 4.807 -0.8399
C 0.668 3.723 4.188 -0.3091
C 0.940 3.857 2.838 0.9000
H 2.785 1.378 1.506 0.1128
H 1.247 0.993 2.355 0.2208
H 2.615 1.745 3.239 0.2828
H 0.829 5.364 0.021 0.2493
H -0.443 6.907 2.183 0.3888
H -0.930 6.692 4.608 0.3695
H -0.249 4.687 5.857 0.3828
H 0.927 2.822 4.725 0.2478
Cl -5.729 -2.086 -5.955 -0.2832
C -5.239 -0.640 -5.089 0.6744
C -5.373 0.590 -5.710 -0.6406
C -4.979 1.730 -5.025 -0.1695
C -4.473 1.655 -3.731 -0.1114
C -4.357 0.402 -3.140 0.0697
C -4.725 -0.756 -3.810 -1.0177
C -4.053 2.953 -3.004 0.2462
O -3.962 3.966 -3.717 -0.7751
O -3.855 2.827 -1.772 -0.7584
H -5.775 0.642 -6.713 0.3840
H -5.044 2.712 -5.476 0.4364
H -3.946 0.347 -2.139 0.3689
H -4.619 -1.724 -3.340 0.4920
```

Net charge = -2
Gap between HOMO and LUMO = 4.97 eV
E_HOMO = -1.356 eV


Which of them is the most stable, and which is the least stable? x and w, in that order.